A molecular structure, C53H52Br2N2O4P2Y, computed with ωB97M-V/def2-TZVPD.

Results
Electronic energy   -8330.69090 Eh
Kohn-Sham gap   6.80 eV
Total charge   -1
ΔE to the lowest compared entry with this formula, charge and spin   5.0 kcal per mole
HOMO   -0.1640 hartree
E_LUMO   0.0859 Eh
Multiplicity   1

The geometry in XYZ format:
```
116
Properties=species:S:1:pos:R:3:mulliken_charge:R:1
Y -0.36756 -0.57340 -0.61003 -0.14
Br -0.02010 -4.11603 3.88843 -0.08
Br -1.02331 3.47410 -1.09893 -0.10
P 2.22651 -0.48075 0.91127 0.99
P -1.61602 1.63904 1.96670 0.88
O -0.57835 -1.64238 1.72089 0.76
O -2.39452 -1.65843 -4.46839 -0.85
O -0.87936 -2.89404 -0.07086 -0.75
O -1.33540 -1.50195 -2.50268 -0.56
N -1.47221 1.17977 -2.57274 1.12
N 1.65221 -0.23085 -1.98957 0.78
C -0.60014 -0.26227 5.43867 -0.67
C 2.18788 2.28714 1.12927 -1.61
C -1.88390 -1.03026 -3.54935 -0.04
C 1.20235 -2.41045 -3.86744 -1.69
C -4.32464 -4.25814 2.09279 -0.80
C 4.24318 1.26147 2.06349 -1.90
C -1.75862 -4.14194 3.12527 0.50
C -5.33193 0.79269 0.40972 -0.75
C 0.24715 0.99429 -7.42964 -1.70
C -2.56041 2.47552 -4.77437 -0.81
C -2.47900 1.09725 -4.73863 -0.77
C -2.59571 0.05903 0.01209 2.47
C -1.69165 0.53819 3.43349 0.00
C 7.15868 -1.52476 -0.88762 -1.79
C -2.03073 -3.50418 1.92598 0.22
C -2.15761 3.22957 2.73229 0.49
C -4.32721 1.41330 1.13874 -0.40
C 1.08684 1.66720 -5.14469 -0.73
C 3.50586 -1.86356 3.15554 -1.73
C -1.93534 0.48716 -3.62177 0.72
C 1.93957 2.49219 -2.94225 -1.91
C -1.58488 2.49235 -2.62291 -0.24
C 3.96711 -0.56380 -2.74375 -0.81
C 2.40451 -1.89065 2.09722 1.85
C 1.44350 1.38208 -3.82697 1.03
C 2.41946 -3.20179 1.30992 -1.56
C -2.70074 -1.21067 4.75671 -0.37
C -2.88698 5.70486 3.82911 -0.49
C 3.45121 -0.68418 -0.39912 0.43
C -1.63775 -1.16431 5.64853 -0.72
C 1.10252 -0.96560 -4.27670 1.15
C -3.11900 3.30842 3.74162 -0.27
C 5.27863 -0.88379 -2.46864 -1.35
C -4.99213 -0.22241 -0.47732 -1.31
C 5.72929 -1.13982 -1.17117 0.60
C 1.39245 0.06305 -3.36336 0.48
C 0.70594 0.67175 -6.03001 0.49
C -2.11202 3.20361 -3.68525 -0.69
C -1.91709 5.64199 2.84018 -0.81
C -2.72609 -0.36324 3.65714 0.45
C 0.74890 -0.64344 -5.58076 -0.91
C 4.78922 -1.01562 -0.16545 -0.07
C -1.55520 4.41085 2.30513 -0.16
C -3.32416 -3.58447 1.41233 -0.67
C -2.99885 1.02782 0.95548 -1.00
C -2.74421 -4.84300 3.80583 -0.69
C -1.06427 -2.64747 1.15480 0.85
C -3.48358 4.53310 4.28316 -0.76
C -3.65804 -0.57040 -0.66910 -1.43
C 2.98098 -0.48631 -1.72221 -0.16
C 2.74451 1.05044 1.84134 0.81
C -0.62735 0.57880 4.33327 -0.47
C -4.03241 -4.89154 3.29359 -0.59
H -1.61045 -1.83848 6.49618 0.35
H 0.23683 -0.22694 6.12619 0.41
H 1.11772 2.21499 0.93194 0.19
H -2.16696 4.28152 -3.64777 0.52
H 3.36200 -2.71541 3.82853 0.49
H 3.67289 -0.38179 -3.76906 0.47
H -3.53866 -0.42901 2.94240 0.12
H 2.70604 2.43112 0.17555 0.29
H 5.11344 -1.17729 0.85609 0.01
H -6.36641 1.08773 0.54361 0.39
H -3.57561 2.39898 4.11686 0.37
H 0.85954 -3.05850 -4.67471 0.43
H -3.53101 -3.09138 0.47098 0.43
H 2.24683 0.93933 2.81244 0.29
H -3.16995 6.66014 4.25414 0.37
H 0.46892 -1.44663 -6.25656 0.36
H 7.86335 -0.82518 -1.34414 0.37
H -2.82329 0.46165 -5.54118 0.66
H -4.58668 2.18709 1.85318 0.36
H 4.76612 1.32746 1.10887 0.38
H 1.44782 -1.84139 2.62411 -0.79
H 2.23923 -2.66540 -3.63120 0.35
H 3.47109 -0.96119 3.76726 0.31
H 0.19286 1.27035 4.15972 0.25
H 4.71204 0.47331 2.64977 0.34
H -3.44290 -1.35519 -1.38716 0.62
H 2.35027 -4.05136 1.99385 0.43
H -5.32558 -4.29472 1.68189 0.42
H 1.57934 -3.27258 0.61546 0.18
H 7.39815 -2.52010 -1.27172 0.32
H -2.97541 2.98628 -5.63481 0.41
H -2.49644 -5.34440 4.73155 0.41
H -1.43365 6.54633 2.49099 0.41
H -3.50340 -1.92391 4.90268 0.39
H 1.69373 2.31080 -1.89798 -0.18
H 4.39757 2.20730 2.59265 0.49
H 2.35583 3.18336 1.73541 0.62
H -4.23297 4.57317 5.06479 0.40
H -0.77964 4.36731 1.55062 0.16
H 5.98312 -0.94145 -3.29433 0.36
H -4.80125 -5.43366 3.82974 0.36
H 1.51970 3.45407 -3.24302 0.52
H 7.35284 -1.53452 0.18635 0.34
H 0.87146 0.50266 -8.17938 0.38
H 4.50813 -1.95719 2.73396 0.20
H 0.28083 2.06855 -7.61772 0.37
H -0.77967 0.65676 -7.59353 0.31
H 3.33994 -3.29961 0.72983 0.33
H 3.03031 2.56484 -3.00574 0.40
H 0.59598 -2.62729 -2.99047 0.18
H 1.09461 2.70232 -5.47787 0.28
H -5.76864 -0.73402 -1.03761 0.43
```